# 1
DFT (wB97M-V/def2-TZVPD) results for a cluster of 8 separate species, C34H53F18NO13 in total in a non-equilibrium geometry.

Summary:
* HOMO-LUMO gap: 6.66 eV
* E_tot: -4157.33151 hartree
* energy relative to the best compared isomer or geometry (same formula, charge and spin): 1.11 kcal per mole

Each atom is followed by the atoms it is bonded to, with distances in Å.
Atoms and positions in Å:
1 C 3.6483 -1.6389 -0.2502  H61 0.997, C63 1.557, H80 1.073, H114 1.134
2 C 5.6633 0.6621 -3.3372  F65 1.360, C94 1.501, F102 1.347, F119 1.360
3 H 0.7003 -5.5319 -6.4232  C99 0.976
4 O 0.4483 1.0731 0.5748  C113 1.485
5 H 5.5193 2.7381 1.5828  C69 1.143
6 F 1.1813 -4.5999 2.9768  C18 1.365
7 O 3.3673 -0.3899 -3.2982  C94 1.374
8 H -2.6917 2.2261 -2.2252  C33 1.128
9 H 1.8643 -0.9459 0.7588  C63 1.085
10 H 2.5153 2.9951 -3.2842  C71 1.111
11 H -0.2737 -1.2649 -0.4022  C43 1.117
12 H -1.4247 2.6341 2.0908  C118 1.079
13 C -3.7507 -1.0839 3.0698  C14 1.519, O56 1.330, O117 1.166
14 C -5.0147 -1.1309 3.9108  C13 1.519, F26 1.338, F38 1.473, F70 1.380
15 H 2.4883 2.5141 1.8368  C32 1.051
16 F -2.7467 3.9331 6.1308  C20 1.314
17 H 4.3813 2.2311 0.3968  C69 0.981
18 C 2.5393 -4.7409 2.9868  F6 1.365, F28 1.377, C58 1.513, F115 1.326
19 N -0.3187 -2.9869 -2.7352  C47 1.454, C52 1.522, C62 1.579, C107 1.477
20 C -3.7117 3.6181 5.2968  F16 1.314, C44 1.527, F105 1.331, F106 1.356
21 H -1.0967 -2.4639 0.5138  C43 1.136
22 H 0.8213 2.4931 -2.3932  C71 1.074
23 C 4.1453 3.7361 5.7388  C29 1.487, F103 1.442, F108 1.277, F112 1.321
24 H -5.0657 3.9691 -0.9562  C27 1.104
25 H -0.1507 -1.8639 3.8988  C59 1.056
26 F -5.9297 -0.2329 3.5288  C14 1.338
27 C -4.2577 3.2231 -0.8602  H24 1.104, C33 1.583, H54 1.185, H87 1.190
28 F 3.0763 -5.6779 2.1328  C18 1.377
29 C 4.2433 2.8451 4.5518  C23 1.487, O51 1.243, O60 1.310
30 H 0.2913 5.3331 2.5918  C35 1.234
31 H 1.5473 1.4771 -3.5472  C71 1.129
32 C 3.4473 2.4151 2.2558  H15 1.051, O60 1.460, C69 1.502, H97 1.152
33 C -3.7397 2.6441 -2.2392  H8 1.128, C27 1.583, O72 1.390, H101 1.105
34 O 3.8593 1.4681 -2.0642  C88 1.403, C94 1.262
35 C 0.0773 4.1301 2.4168  H30 1.234, H67 1.124, H76 1.189, C118 1.526
36 H 0.6293 -1.5679 -3.9482  C62 1.129
37 H -0.4397 1.2581 -1.1692  C113 1.071
38 F -5.5147 -2.5119 3.8028  C14 1.473
39 H -0.6847 -3.8749 -5.3392  C57 1.150
40 H -1.5177 1.5031 0.1708  C113 1.102
41 C -2.4187 -1.5169 -1.1732  C43 1.567, C48 1.427, H82 1.018, H104 1.146
42 F -6.3987 -0.3949 -2.5792  C86 1.380
43 C -1.0817 -2.0249 -0.5342  H11 1.117, H21 1.136, C41 1.567, C52 1.598
44 C -3.2137 3.1441 3.9338  C20 1.527, O92 1.225, O96 1.391
45 H 1.0533 -3.5749 -5.0332  C57 1.117
46 H 0.5133 -3.2519 -0.7172  C52 1.091
47 C -1.4887 -2.3719 -3.3402  N19 1.454, C48 1.516, H85 1.034, H98 1.106
48 C -2.1177 -1.2469 -2.5422  C41 1.427, C47 1.516, H111 1.203, H116 1.151
49 H -1.1527 -2.4129 2.4778  C59 1.104
50 O 4.2603 -3.0379 2.7078  C58 1.224
51 O 4.8033 1.7381 4.6268  C29 1.243
52 C -0.4377 -3.2999 -1.2502  N19 1.522, C43 1.598, H46 1.091, H81 1.012
53 H -0.1707 -6.3039 -5.1722  C99 1.072
54 H -4.6927 2.4591 -0.0662  C27 1.185
55 H 1.6743 -2.5759 -2.7432  C62 0.978
56 O -2.6857 -0.5569 3.6668  C13 1.330, C64 1.455
57 C 0.2443 -4.3169 -4.8252  H39 1.150, H45 1.117, C99 1.471, C107 1.559
58 C 3.1353 -3.4529 2.4638  C18 1.513, O50 1.224, O93 1.420
59 C -0.5997 -1.5999 2.9798  H25 1.056, H49 1.104, C64 1.583, H95 1.004
60 O 3.6683 3.2371 3.4418  C29 1.310, C32 1.460
61 H 4.0793 -0.7399 -0.2262  C1 0.997
62 C 0.9033 -2.0099 -2.9462  N19 1.579, H36 1.129, H55 0.978, H91 1.017
63 C 2.7813 -1.4579 1.0308  C1 1.557, H9 1.085, O93 1.412, H100 1.058
64 C -1.4857 -0.2909 2.8878  O56 1.455, C59 1.583, H66 0.990, H77 0.919
65 F 6.4263 0.7491 -2.2142  C2 1.360
66 H -0.8927 0.4391 3.1958  C64 0.990
67 H 0.7403 3.8131 3.2678  C35 1.124
68 F -5.6207 -1.0039 -4.7002  C86 1.380
69 C 4.4443 2.7941 1.1978  H5 1.143, H17 0.981, C32 1.502, H84 1.142
70 F -4.7627 -0.8619 5.2408  C14 1.380
71 C 1.7913 2.2971 -2.8112  H10 1.111, H22 1.074, H31 1.129, C88 1.402
72 O -4.8387 1.8971 -2.6462  C33 1.390, C90 1.460
73 H -0.6107 -5.2489 -2.9012  C107 1.145
74 F -6.9387 0.8741 -4.4212  C86 1.420
75 H 1.5993 -5.8899 -5.2212  C99 1.078
76 H 0.5713 3.8291 1.3778  C35 1.189
77 H -1.7507 -0.0519 2.0408  C64 0.919
78 H 0.9663 -4.6729 -2.9732  C107 1.127
79 O -3.7587 0.8811 -4.4132  C90 1.211
80 H 3.0083 -1.9129 -1.0672  C1 1.073
81 H -1.1597 -4.0019 -1.1502  C52 1.012
82 H -3.2417 -2.0849 -0.9842  C41 1.018
83 H 2.0183 0.8871 -1.3702  C88 1.069
84 H 4.2673 3.8481 0.7968  C69 1.142
85 H -1.3417 -1.9929 -4.2912  C47 1.034
86 C -5.9817 0.0061 -3.8322  F42 1.380, F68 1.380, F74 1.420, C90 1.532
87 H -3.2137 3.6751 -0.5112  C27 1.190
88 C 2.5223 1.7511 -1.7472  O34 1.403, C71 1.402, H83 1.069, H89 1.028
89 H 2.6033 2.3631 -0.9252  C88 1.028
90 C -4.7577 0.9221 -3.7302  O72 1.460, O79 1.211, C86 1.532
91 H 0.9263 -1.2059 -2.3242  C62 1.017
92 O -3.8337 2.4331 3.1518  C44 1.225
93 O 2.3553 -2.7019 1.5458  C58 1.420, C63 1.412
94 C 4.2193 0.6231 -2.9302  C2 1.501, O7 1.374, O34 1.262
95 H 0.1873 -1.5969 2.3558  C59 1.004
96 O -2.0017 3.7661 3.6548  C44 1.391, C118 1.363
97 H 3.3813 1.3371 2.6568  C32 1.152
98 H -2.1307 -3.2349 -3.5992  C47 1.106
99 C 0.5873 -5.6009 -5.4562  H3 0.976, H53 1.072, C57 1.471, H75 1.078
100 H 3.2423 -0.8939 1.7978  C63 1.058
101 H -3.6307 3.5531 -2.8582  C33 1.105
102 F 6.0103 1.6681 -4.1632  C2 1.347
103 F 2.7113 3.8271 5.8638  C23 1.442
104 H -2.5577 -0.5269 -0.6132  C41 1.146
105 F -4.7027 4.4861 5.1068  C20 1.331
106 F -4.3217 2.5221 5.8118  C20 1.356
107 C -0.0567 -4.3279 -3.2952  N19 1.477, C57 1.559, H73 1.145, H78 1.127
108 F 4.7273 3.1771 6.7288  C23 1.277
109 H -1.8957 4.0261 1.7018  C118 0.991
110 H -0.3187 2.7951 -0.3472  C113 1.023
111 H -3.1327 -1.0829 -3.1662  C48 1.203
112 F 4.5503 4.9591 5.4448  C23 1.321
113 C -0.5457 1.8021 -0.2532  O4 1.485, H37 1.071, H40 1.102, H110 1.023
114 H 4.5293 -2.2889 0.0448  C1 1.134
115 F 2.9753 -4.9799 4.2158  C18 1.326
116 H -1.4347 -0.3329 -2.6942  C48 1.151
117 O -3.8107 -1.3139 1.9278  C13 1.166
118 C -1.3707 3.6491 2.4528  H12 1.079, C35 1.526, O96 1.363, H109 0.991
119 F 5.9573 -0.5919 -3.7752  C2 1.360

***

# 2
DFT (wB97M-V/def2-TZVPD) results for a cluster of 9 separate species, C34H53F9N6O10 in total in a non-equilibrium geometry.

Summary:
* HOMO-LUMO gap: 9.26 eV
* E_tot: -3307.06390 hartree
* SMILES: CCOC(=O)C(F)(F)F.CCOC(=O)C(F)(F)F.CCOC(=O)C(F)(F)F.CN(C)C=O.CN(C)C=O.CN(C)C=O.CN(C)C=O.c1ccncc1.c1ccncc1
* energy relative to the best compared isomer or geometry (same formula, charge and spin): 0.00 kcal per mole

Each atom is followed by the atoms it is bonded to, with distances in Å.
Atoms and positions in Å:
1 C -4.9109 4.3585 3.0095  O17 1.238, N23 1.336, H93 1.118
2 C 1.9983 -7.6921 -0.2893  H59 1.101, O76 1.256, N86 1.336
3 H -3.1157 4.1917 0.3722  C85 1.087
4 O 3.9807 3.8166 0.1543  C49 1.193
5 H -6.4237 4.8797 0.9681  C68 1.102
6 H -3.3897 2.3854 -1.1687  C52 1.108
7 N 0.1976 4.2627 4.7212  C35 1.343, C45 1.347
8 C -0.7377 2.5640 -3.0743  O39 1.253, H40 1.129, N94 1.356
9 C 0.3672 -0.5120 -0.7165  O22 1.191, C80 1.539, O100 1.326
10 C -1.7062 2.8268 5.2148  H15 1.070, C45 1.418, C97 1.391
11 O 1.7496 -5.6041 -7.7297  C82 1.221
12 C -3.7880 -5.6211 -2.8944  H29 1.093, N37 1.355, C77 1.375
13 H 2.4397 -2.9189 3.4123  C57 1.093
14 O 2.4481 -0.8162 2.9763  C57 1.521, C90 1.288
15 H -2.7338 2.7614 5.5055  C10 1.070
16 C 2.7277 6.1407 3.5236  H64 1.095, H73 1.115, C78 1.575, H84 1.100
17 O -4.2603 3.9854 3.9940  C1 1.238
18 H -1.4546 -3.8678 -8.2133  C99 1.102
19 C 0.4463 1.8854 4.6710  C35 1.396, C97 1.425, H101 1.064
20 H -0.2623 2.6871 -0.3904  C53 1.109
21 H -0.1668 3.1592 1.2820  C53 1.088
22 O -0.8167 -0.5257 -0.8452  C9 1.191
23 N -4.4604 4.7408 1.8111  C1 1.336, C68 1.455, C85 1.438
24 H -2.5975 3.8885 1.9908  C85 1.079
25 H 0.7831 0.9820 2.0938  C50 1.117
26 H -0.8140 -4.2169 -4.8783  C92 1.099
27 H 1.2730 -2.4361 2.2947  C57 1.091
28 H -1.3308 0.7088 5.2099  C97 1.092
29 H -4.1081 -6.2804 -3.7050  C12 1.093
30 H 0.6294 -3.2404 -5.0887  C92 1.119
31 H -1.5629 5.0355 5.3669  C45 1.088
32 F 3.1778 1.5863 2.1978  C71 1.363
33 H 1.3089 2.6123 0.4514  C53 1.113
34 H 2.9855 -5.0347 -1.6336  C58 1.108
35 C 0.9644 3.1753 4.5405  N7 1.343, C19 1.396, H89 1.104
36 H 2.8312 5.9459 1.3665  C78 1.086
37 N -2.8816 -4.6711 -3.2285  C12 1.355, C107 1.337
38 H -0.9251 -2.7450 -5.8556  C92 1.089
39 O 0.0890 3.3329 -3.6181  C8 1.253
40 H -0.5846 1.4516 -3.1868  C8 1.129
41 H -0.0025 -5.2969 -1.1526  C46 1.115
42 H 0.1014 -1.0821 4.2041  C62 1.082
43 O 4.2914 4.8264 2.1553  C49 1.344, C78 1.423
44 H 3.3046 -6.7034 -2.1255  C58 1.058
45 C -1.0863 4.0966 5.0915  N7 1.347, C10 1.418, H31 1.088
46 C 0.5935 -5.7395 -0.3210  H41 1.115, H60 1.101, H67 1.112, N86 1.423
47 H 2.1127 -4.3942 -6.1053  C82 1.160
48 H -5.0132 -6.6185 -1.4813  C77 1.071
49 C 4.6892 4.2090 1.0297  O4 1.193, O43 1.344, C61 1.544
50 C 0.2262 1.0457 1.1276  H25 1.117, C53 1.488, O100 1.478, H108 1.103
51 C -2.2086 4.3217 -2.4045  H74 1.100, H83 1.086, N94 1.438, H106 1.077
52 C -2.7584 1.9394 -1.9623  H6 1.108, H72 1.075, N94 1.408, H110 1.070
53 C 0.2180 2.4275 0.5745  H20 1.109, H21 1.088, H33 1.113, C50 1.488
54 F 2.3701 -0.8279 -1.9648  C80 1.317
55 H 2.2685 4.4197 2.0822  C78 1.106
56 F 6.7870 3.6834 2.1446  C61 1.371
57 C 1.7127 -2.1210 3.2427  H13 1.093, O14 1.521, H27 1.091, C62 1.487
58 C 2.5373 -6.0192 -1.8748  H34 1.108, H44 1.058, N86 1.446, H102 1.112
59 H 2.8218 -8.2803 -0.7227  C2 1.101
60 H -0.0072 -6.4856 0.2229  C46 1.101
61 C 6.2277 4.0998 0.9647  C49 1.544, F56 1.371, F65 1.363, F109 1.341
62 C 0.7686 -1.9170 4.3728  H42 1.082, C57 1.487, H91 1.112, H96 1.091
63 H -4.0593 -5.2094 0.4718  C112 1.084
64 H 3.4361 6.9760 3.5161  C16 1.095
65 F 6.7135 5.3470 0.7085  C61 1.363
66 H -0.4551 -5.2551 -8.5389  C99 1.079
67 H 0.9070 -4.9903 0.4390  C46 1.112
68 C -5.3621 4.8515 0.6742  H5 1.102, N23 1.455, H103 1.092, H105 1.038
69 H -1.6826 -5.3020 -7.2244  C99 1.097
70 F 1.7261 -2.4248 -0.7091  C80 1.319
71 C 3.8867 0.5322 1.7041  F32 1.363, C90 1.534, F95 1.355, F98 1.342
72 H -2.3529 1.0042 -1.6203  C52 1.075
73 H 2.9611 5.4708 4.3841  C16 1.115
74 H -1.9015 4.8413 -1.4845  C51 1.100
75 F 0.5250 -1.9003 -2.5120  C80 1.364
76 O 1.3889 -8.2595 0.6506  C2 1.256
77 C -4.2691 -5.8623 -1.6291  C12 1.375, H48 1.071, C112 1.429
78 C 2.9453 5.2837 2.2199  C16 1.575, H36 1.086, O43 1.423, H55 1.106
79 H -1.6763 -3.1668 -2.4846  C107 1.075
80 C 1.3096 -1.4490 -1.4921  C9 1.539, F54 1.317, F70 1.319, F75 1.364
81 C -2.7520 -4.1196 -0.9187  C107 1.376, H111 1.072, C112 1.428
82 C 1.3778 -4.7691 -6.9203  O11 1.221, H47 1.160, N88 1.355
83 H -1.7571 4.7727 -3.2829  C51 1.086
84 H 1.7262 6.5714 3.6722  C16 1.100
85 C -3.0970 4.6179 1.3718  H3 1.087, N23 1.438, H24 1.079, H87 1.083
86 N 1.7278 -6.4738 -0.7666  C2 1.336, C46 1.423, C58 1.446
87 H -2.5534 5.5540 1.3984  C85 1.083
88 N 0.1251 -4.2615 -6.8268  C82 1.355, C92 1.441, C99 1.452
89 H 2.0360 3.3007 4.3079  C35 1.104
90 C 3.2520 -0.8392 1.9701  O14 1.288, C71 1.534, O104 1.212
91 H 1.2986 -1.6803 5.3219  C62 1.112
92 C -0.2895 -3.5963 -5.6181  H26 1.099, H30 1.119, H38 1.089, N88 1.441
93 H -6.0225 4.4589 3.0688  C1 1.118
94 N -1.8539 2.9283 -2.3949  C8 1.356, C51 1.438, C52 1.408
95 F 5.1155 0.6009 2.2715  C71 1.355
96 H 0.1751 -2.8117 4.5642  C62 1.091
97 C -0.9360 1.6967 4.9627  C10 1.391, C19 1.425, H28 1.092
98 F 4.0031 0.7294 0.3817  C71 1.342
99 C -0.9182 -4.7032 -7.7351  H18 1.102, H66 1.079, H69 1.097, N88 1.452
100 O 1.0091 0.2198 0.1844  C9 1.326, C50 1.478
101 H 1.1559 1.0999 4.5621  C19 1.064
102 H 1.8521 -5.8928 -2.7411  C58 1.112
103 H -5.0572 5.7445 0.1246  C68 1.092
104 O 3.4278 -1.8057 1.2605  C90 1.212
105 H -5.2447 4.0062 0.0832  C68 1.038
106 H -3.2807 4.4042 -2.4655  C51 1.077
107 C -2.3577 -3.9570 -2.2271  N37 1.337, H79 1.075, C81 1.376
108 H -0.7956 0.6299 1.1356  C50 1.103
109 F 6.6184 3.2670 -0.0105  C61 1.341
110 H -3.4349 1.6979 -2.7560  C52 1.070
111 H -2.2077 -3.5251 -0.2124  C81 1.072
112 C -3.7035 -5.1175 -0.5484  H63 1.084, C77 1.429, C81 1.428